{
  "formula": "C5H8O",
  "method": "ωB97M-V/def2-TZVPD",
  "spin_multiplicity": 1,
  "e_tot_ev": -7359.7604,
  "e_above_lowest_ev": 2.4949,
  "species": ["C", "C", "C", "C", "O", "C", "H", "H", "H", "H", "H", "H", "H", "H"],
  "coordinates": [[-0.4134, -1.1942, 1.1493], [-0.7532, -0.5307, -0.1571], [-0.4594, 0.9059, -0.4965], [0.8954, 1.3263, 0.0346], [1.5377, 0.1829, -0.5728], [0.3009, -0.2148, -1.1594], [0.6296, -1.0013, 1.4179], [-0.5334, -2.2779, 1.0451], [-1.0621, -0.8503, 1.9584], [-1.6923, -0.8440, -0.6097], [-1.0747, 1.4874, -1.1578], [1.0411, 1.3441, 1.1234], [1.2611, 2.2634, -0.3975], [0.3225, -0.5966, -2.1780]],
  "atomic_forces_ev_per_a": [[0.001, 0.005, 0.097], [-0.042, -0.182, 0.025], [0.038, 0.070, -0.867], [0.097, 0.179, 0.149], [0.319, -0.246, 0.217], [0.137, -0.410, -0.235], [-0.165, -0.015, 0.006], [0.025, 0.150, 0.072], [0.058, -0.037, -0.009], [0.182, -0.080, -0.013], [-0.530, 0.478, 0.579], [-0.114, 0.001, -0.205], [0.011, -0.162, 0.002], [-0.016, 0.250, 0.183]]
}


{
  "formula": "C5H8O",
  "method": "ωB97M-V/def2-TZVPD",
  "spin_multiplicity": 1,
  "e_tot_ev": -7360.9980,
  "smiles": "C[C@H]1C[C@H]1C=O",
  "e_above_lowest_ev": 1.2573,
  "species": ["C", "C", "C", "C", "C", "O", "H", "H", "H", "H", "H", "H", "H", "H"],
  "coordinates": [[-1.2700, -0.7023, -0.6143], [-0.3726, 0.5238, -0.6096], [-0.0383, 1.2955, 0.6308], [1.0136, 0.4162, 0.0038], [1.2990, -0.9063, 0.6376], [1.9863, -1.7597, 0.1308], [-1.5728, -1.0034, 0.3949], [-2.1765, -0.5298, -1.2001], [-0.7419, -1.5506, -1.0595], [-0.4090, 1.1114, -1.5243], [-0.4576, 0.9640, 1.5841], [0.0929, 2.3721, 0.5538], [1.8440, 0.8505, -0.5509], [0.8031, -1.0814, 1.6230]],
  "atomic_forces_ev_per_a": [[0.001, 0.014, 0.036], [-0.146, -0.012, -0.035], [0.011, 0.107, 0.087], [0.124, -0.119, 0.032], [0.139, -0.009, -0.124], [-0.138, 0.319, 0.258], [0.064, 0.100, -0.118], [0.081, 0.044, 0.126], [-0.107, 0.048, -0.031], [0.055, -0.114, 0.142], [0.079, 0.004, -0.301], [-0.034, -0.227, 0.005], [-0.196, -0.107, 0.141], [0.067, -0.047, -0.219]]
}


{
  "formula": "C4H10Cl2NOP",
  "method": "ωB97M-V/def2-TZVPD",
  "spin_multiplicity": 1,
  "e_tot_ev": -42177.2433,
  "e_above_lowest_ev": 2.8975,
  "species": ["C", "C", "C", "C", "N", "O", "P", "Cl", "Cl", "H", "H", "H", "H", "H", "H", "H", "H", "H", "H"],
  "coordinates": [[1.6585, -1.1184, -1.2536], [1.0474, 0.0898, 0.8042], [-1.5044, -1.4500, 1.1527], [-2.7800, 2.5112, -1.1999], [0.6803, -0.8389, -0.2278], [-1.2388, -2.0442, -1.5735], [-0.9643, -1.0403, -0.5781], [-0.8147, -3.0144, 1.6640], [-2.2613, 1.0086, -1.6045], [1.3771, -1.7574, -1.9760], [1.8165, -0.0594, -1.6234], [2.4882, -1.5891, -0.9228], [0.2448, 0.4383, 1.2632], [1.7026, -0.2547, 1.5927], [1.5837, 0.9328, 0.4259], [-1.4672, -0.6994, 1.8139], [-2.4999, -1.7980, 0.9458], [-3.6368, 2.6465, -0.4752], [-2.0858, 3.2267, -0.7475]],
  "atomic_forces_ev_per_a": [[-1.282, 5.260, 0.854], [3.207, -1.162, -1.540], [-0.967, -3.539, -3.552], [-1.295, 2.301, 2.758], [-0.982, -1.254, 0.010], [-0.561, -1.725, -1.835], [2.010, 1.287, 3.071], [0.616, 0.208, 0.428], [0.113, -0.578, -0.625], [-2.013, -1.806, -2.679], [0.940, -1.417, -0.535], [3.052, -0.863, 1.817], [-3.744, 1.640, 2.001], [0.238, -0.971, 0.103], [0.320, 0.849, -0.742], [0.287, 2.465, 2.627], [-0.901, 0.584, 0.234], [0.228, -0.999, -1.342], [0.735, -0.279, -1.051]]
}


{
  "formula": "C21H46BrN4O7S2",
  "method": "ωB97M-V/def2-TZVPD",
  "charge": -1,
  "spin_multiplicity": 1,
  "e_tot_ev": -134531.4315,
  "e_above_lowest_ev": 0.0000,
  "species": ["C", "C", "C", "C", "C", "C", "C", "C", "C", "S", "O", "O", "N", "S", "O", "O", "C", "C", "C", "Br", "H", "H", "H", "H", "H", "H", "H", "H", "H", "H", "H", "H", "H", "H", "H", "H", "H", "H", "H", "H", "H", "H", "H", "H", "H", "C", "C", "O", "N", "C", "H", "H", "H", "H", "H", "H", "H", "C", "C", "O", "N", "C", "H", "H", "H", "H", "H", "H", "H", "C", "C", "O", "N", "C", "H", "H", "H", "H", "H", "H", "H"],
  "coordinates": [[-5.2509, -3.9906, 0.6135], [-5.9247, -3.1682, -0.4848], [-5.9358, -3.9091, -1.8231], [-6.9889, -3.3299, -2.7783], [-6.4360, -2.4284, -3.8903], [-5.4283, -1.3823, -3.4323], [-6.0448, -0.0210, -3.1286], [-5.0229, 0.8792, -2.4077], [-5.4615, 1.1905, -1.0010], [-4.4563, 2.3981, -0.1078], [-4.1366, 1.8679, 1.1921], [-5.3095, 3.5611, -0.0167], [-3.1774, 2.8476, -0.9828], [-2.0832, 1.6759, -1.2339], [-2.4156, 0.3989, -0.6535], [-1.7663, 1.6375, -2.6331], [-0.6688, 2.2767, -0.3223], [0.6943, 1.7257, -0.7311], [0.7134, 0.3754, -1.4138], [1.7112, 3.0286, -1.8090], [-5.4741, -3.5674, 1.5840], [-4.1733, -3.9787, 0.4952], [-5.5943, -5.0182, 0.5567], [-5.3538, -2.2521, -0.5735], [-6.9290, -2.8933, -0.1899], [-6.0938, -4.9645, -1.6501], [-4.9555, -3.7613, -2.2624], [-7.7816, -2.8125, -2.2498], [-7.4745, -4.1691, -3.2723], [-5.9747, -3.0601, -4.6439], [-7.2774, -1.9274, -4.3640], [-4.7059, -1.2210, -4.2253], [-4.8548, -1.6859, -2.5660], [-6.9342, -0.1285, -2.5130], [-6.3418, 0.4407, -4.0665], [-4.8385, 1.7842, -2.9688], [-4.0858, 0.3496, -2.4176], [-6.4566, 1.6111, -1.0546], [-5.5359, 0.3125, -0.3714], [-0.8301, 1.9729, 0.7050], [-0.6554, 3.3570, -0.3185], [1.2657, 1.6238, 0.1771], [0.0475, -0.3274, -0.9345], [1.7351, 0.0035, -1.3795], [0.4640, 0.4894, -2.4565], [4.6734, 1.1098, -2.1197], [4.7945, 0.2911, -0.8577], [3.8852, -0.4005, -0.4322], [5.9827, 0.3461, -0.1892], [7.1784, 1.0964, -0.5251], [3.6863, 0.9754, -2.5448], [4.8118, 2.1681, -1.9005], [5.4172, 0.7826, -2.8497], [5.9972, -0.2202, 0.6436], [8.0141, 0.4054, -0.6563], [7.4226, 1.7798, 0.2894], [7.0435, 1.6657, -1.4378], [8.4254, -1.5450, 3.4803], [9.2619, -0.9193, 2.3892], [9.5284, 0.2706, 2.3800], [9.7121, -1.7363, 1.3984], [9.4942, -3.1627, 1.2396], [8.1446, -0.7706, 4.1865], [7.5182, -1.9867, 3.0661], [8.9929, -2.3122, 4.0081], [10.2624, -1.2573, 0.7032], [10.4528, -3.6843, 1.2297], [8.9857, -3.3561, 0.2938], [8.8892, -3.5560, 2.0485], [0.8392, 1.9076, 5.1784], [0.3825, 2.3428, 3.8051], [0.3759, 1.5811, 2.8556], [-0.0333, 3.6291, 3.6588], [-0.1015, 4.6726, 4.6615], [1.1331, 0.8642, 5.1280], [1.6961, 2.4990, 5.5046], [0.0301, 2.0097, 5.9025], [-0.3312, 3.8502, 2.7208], [-1.1309, 5.0215, 4.7609], [0.5217, 5.5171, 4.3604], [0.2408, 4.3099, 5.6246]],
  "atomic_forces_ev_per_a": [[-0.201, 0.298, -0.288], [0.629, -0.526, 0.236], [-0.345, 1.221, 0.216], [0.154, -0.470, -0.585], [0.137, -0.170, 0.434], [-0.374, 0.438, -0.331], [0.427, 0.115, 0.168], [-0.215, -0.391, -0.448], [0.196, -0.053, -0.083], [-0.258, 1.443, 0.520], [0.382, -0.841, 0.253], [-0.317, 0.538, -0.529], [-0.051, -1.560, 0.233], [-0.569, 1.145, 0.134], [-0.162, -0.548, 0.306], [0.537, 0.227, -0.742], [0.464, 0.039, -0.053], [-0.430, -0.464, 0.309], [0.875, 0.290, -0.475], [-0.112, 0.089, 0.007], [-0.024, -0.048, 0.333], [0.233, -0.089, -0.061], [-0.064, -0.257, 0.243], [-0.088, 0.425, -0.134], [-0.354, -0.019, 0.084], [-0.084, -0.348, -0.008], [0.300, -0.379, -0.211], [-0.057, 0.161, 0.377], [-0.260, -0.099, -0.131], [0.081, -0.186, -0.166], [-0.104, 0.081, -0.240], [0.307, -0.001, -0.133], [0.104, -0.294, 0.174], [-0.291, -0.097, 0.075], [-0.254, 0.055, -0.147], [-0.075, 0.396, -0.024], [0.433, -0.067, 0.169], [-0.183, 0.418, 0.232], [0.269, -0.318, 0.090], [-0.263, -0.210, 0.229], [-0.213, 0.266, -0.256], [0.333, 0.283, 0.252], [-0.252, -0.079, 0.157], [0.004, -0.195, 0.172], [-0.465, -0.111, -0.277], [0.137, -0.151, -0.040], [-0.085, -0.038, 0.063], [0.103, -0.021, -0.030], [-0.003, 0.072, -0.201], [-0.104, -0.274, 0.375], [-0.056, -0.037, 0.087], [0.040, 0.014, -0.086], [0.060, 0.107, 0.014], [-0.004, 0.039, 0.036], [0.103, 0.130, -0.068], [0.118, 0.070, -0.090], [-0.075, -0.014, -0.026], [-0.002, 0.038, 0.006], [0.017, 0.113, -0.024], [-0.021, -0.003, 0.005], [-0.102, -0.089, 0.119], [0.204, 0.269, -0.242], [0.033, 0.066, -0.036], [0.024, -0.095, 0.045], [-0.074, -0.075, -0.025], [0.002, -0.010, -0.007], [-0.055, -0.110, 0.045], [-0.057, -0.112, 0.049], [-0.017, 0.024, 0.024], [0.015, -0.026, 0.013], [-0.134, 0.039, -0.181], [0.159, -0.111, 0.026], [0.151, -0.020, 0.157], [-0.127, -0.017, -0.399], [-0.018, -0.018, -0.087], [-0.052, 0.031, 0.085], [0.053, 0.061, 0.054], [-0.080, -0.006, 0.009], [0.020, 0.042, 0.119], [0.012, 0.041, 0.127], [0.014, -0.036, 0.008]]
}